No. 1
This record from the OMol25 dataset describes 7 unconnected molecules or ions with the total composition C35H57BrClNO14S6 at a distorted geometry. The level of theory is ωB97M-V with the def2-TZVPD basis set.

Geometry as ORCA input:
```
! wB97M-V def2-TZVPD RIJCOSX def2/J DEFGRID3
* xyz 0 1
C -2.50373 0.33097 -0.15562
C -1.27516 1.11680 0.45426
C -0.70266 2.26275 -0.48045
Cl -0.50570 1.76396 -2.20885
C 0.68500 2.67569 0.16271
C 1.97856 2.26286 -0.37385
C 3.18330 2.69550 0.36805
Br 4.95396 2.17280 -0.21263
C 3.00765 3.49660 1.55090
C 1.72341 3.93113 2.12435
C 0.55890 3.49474 1.38299
C 1.87427 4.74756 3.42744
O 1.01335 5.11127 4.17901
N 3.30598 4.90578 3.52713
C 4.02250 4.09792 2.56177
O 5.20118 3.88297 2.52390
H -2.08536 -0.59974 -0.62847
H -3.14526 -0.03713 0.71530
H -3.13772 0.92525 -0.85758
H -1.45665 1.53728 1.47579
H -0.42858 0.37828 0.56327
H -1.32192 3.20177 -0.42442
H 2.06030 1.64585 -1.29584
H -0.44338 3.77944 1.79432
H 3.66019 5.86292 3.48570
C 7.06687 -1.07262 -3.68951
C 7.51234 0.27995 -4.25426
C 6.29903 0.91193 -4.94343
S 4.85366 0.26546 -4.10346
O 4.10818 -0.55120 -5.03248
O 4.23430 1.31994 -3.34247
C 5.73943 -0.81121 -2.98724
H 7.80643 -1.48910 -3.00485
H 6.92393 -1.78512 -4.50730
H 7.84734 0.92322 -3.43591
H 8.34700 0.17263 -4.94834
H 6.30759 1.99757 -4.86019
H 6.23740 0.62057 -5.99203
H 5.16110 -1.71645 -2.80860
H 5.88870 -0.26986 -2.05161
C -7.19262 -3.10187 -0.30230
C -7.45929 -2.23030 0.92866
C -6.33208 -2.49470 1.92904
S -4.90205 -2.97493 0.95795
O -4.58043 -4.34876 1.26078
O -3.90996 -1.92269 1.02006
C -5.71576 -2.91887 -0.62976
H -7.82627 -2.81853 -1.14329
H -7.39553 -4.14982 -0.06370
H -7.45323 -1.17632 0.63664
H -8.43450 -2.44148 1.37023
H -6.09060 -1.60545 2.50966
H -6.57670 -3.31973 2.59815
H -5.32029 -3.70118 -1.27936
H -5.52893 -1.93557 -1.06592
C -1.77138 -7.43056 -2.80740
C -1.34743 -6.09242 -3.41940
C -2.57816 -5.48604 -4.09668
S -3.99964 -6.11609 -3.20842
O -4.76143 -6.95890 -4.09725
O -4.61183 -5.04135 -2.45921
C -3.08393 -7.15702 -2.08218
H -1.01357 -7.82412 -2.12916
H -1.92944 -8.16611 -3.60167
H -0.99725 -5.42529 -2.62763
H -0.52935 -6.21392 -4.12936
H -2.57251 -4.39844 -4.04348
H -2.66207 -5.80608 -5.13521
H -3.65269 -8.05981 -1.86590
H -2.91707 -6.58911 -1.16510
C 0.69612 8.44661 6.79878
C -0.21291 7.92161 5.68353
C -1.65388 7.98350 6.19900
S -1.70172 9.31662 7.39634
O -1.97342 8.75693 8.69772
O -2.46876 10.41364 6.85879
C 0.03550 9.72367 7.30555
H 1.70899 8.63496 6.44068
H 0.75396 7.70995 7.60509
H -0.11022 8.55861 4.80017
H 0.05601 6.90689 5.38772
H -2.36024 8.19443 5.39763
H -1.93588 7.06259 6.70944
H 0.39453 10.03471 8.28515
H 0.14940 10.53725 6.58754
C 3.54695 -4.53893 -7.28085
C 2.39749 -5.28213 -7.96862
C 1.36145 -5.61939 -6.89301
S 1.52560 -4.35847 -5.62788
O 1.99551 -4.98422 -4.41414
O 0.35970 -3.50826 -5.65006
C 2.88968 -3.49407 -6.38605
H 4.22137 -4.07873 -8.00396
H 4.12826 -5.23926 -6.67382
H 1.94585 -4.63377 -8.72447
H 2.74494 -6.18318 -8.47628
H 0.34736 -5.60142 -7.29000
H 1.56297 -6.58690 -6.43246
H 3.55377 -3.10556 -5.61845
H 2.47772 -2.67406 -6.97529
C -1.49752 0.25600 5.70541
C -1.07703 1.70941 5.94591
C 0.37112 1.85350 5.46876
S 0.59698 0.63059 4.17752
O 1.55360 -0.34753 4.63185
O 0.73016 1.30002 2.90276
C -1.03877 -0.07965 4.29144
H -2.57385 0.12154 5.81918
H -0.99700 -0.39693 6.42599
H -1.72342 2.37580 5.36736
H -1.17465 1.98956 6.99561
H 0.56501 2.84553 5.06362
H 1.07961 1.63370 6.26746
H -0.99233 -1.14972 4.09633
H -1.66773 0.41114 3.54674
*
```

Output
SMILES = CC[C@H](Cl)c1cc(Br)c2c(c1)C(=O)NC2=O.O=S1(=O)CCCC1.O=S1(=O)CCCC1.O=S1(=O)CCCC1.O=S1(=O)CCCC1.O=S1(=O)CCCC1.O=S1(=O)CCCC1
HOMO energy = -9.0 eV

Löwdin population analysis, charges in e, atoms 1 to 8: number 1, C, carries -0.129; number 2, C, carries -0.259; number 3, C, carries -0.619; number 4, Cl, carries 0.622; number 5, C, carries -0.198; number 6, C, carries -0.025; number 7, C, carries -0.525; number 8, Br, carries 0.775

=====

No. 2
This record from the OMol25 dataset describes a single C6H12 molecule at a distorted geometry. The level of theory is ωB97M-V with the def2-TZVPD basis set.

Geometry as ORCA input:
```
! wB97M-V def2-TZVPD RIJCOSX def2/J DEFGRID3
* xyz 0 1
C -1.43256 -0.66591 -1.17250
C -0.58953 0.53975 -0.89790
C 1.73463 -0.70494 0.10249
C 0.74859 -0.47939 1.23434
C -0.04318 0.77073 1.07943
C -0.59405 1.66464 0.00593
H -1.70548 -1.23424 -0.27554
H -0.83465 -1.36038 -1.78264
H -2.33119 -0.43538 -1.76054
H 0.22390 0.61790 -1.61951
H 2.70188 -1.05551 0.46348
H 1.33116 -1.40793 -0.63658
H 0.00760 -1.30874 1.29538
H 1.23053 -0.50265 2.22673
H -0.65264 0.89780 1.96571
H 1.88577 0.25815 -0.38670
H -1.56328 1.81665 0.48185
H -0.11751 2.58945 -0.32345
*
```

Output
HOMO energy (spin up / spin down) = -7.0 / -6.9 eV

Löwdin population analysis, charges in e, atoms 1 to 8: number 1, C, carries -0.100; number 2, C, carries -0.191; number 3, C, carries -0.115; number 4, C, carries -0.299; number 5, C, carries -0.113; number 6, C, carries -0.226; number 7, H, carries 0.071; number 8, H, carries 0.073

=====

No. 3
This record from the OMol25 dataset describes a single C8H11N5O molecule at a distorted geometry. The level of theory is ωB97M-V with the def2-TZVPD basis set.

Geometry as ORCA input:
```
! wB97M-V def2-TZVPD RIJCOSX def2/J DEFGRID3
* xyz 0 1
C -3.32450 -1.71270 1.61362
C -1.99321 -0.35090 -0.11724
C -1.09659 1.00643 -1.59996
C 0.42912 -0.07885 -0.14615
C 2.77328 0.09659 -0.67019
C 3.19936 1.48235 -0.15847
C 2.95903 2.75821 -0.68579
C -0.72173 -0.91298 0.42238
H -3.22441 -0.84325 2.54949
H -2.86477 -2.64645 1.83016
H -4.43738 -1.99699 1.50481
H -4.01138 -0.57093 -0.17720
H -1.07391 1.56756 -2.68251
H 1.72967 -1.26961 0.63595
H 2.67652 0.36789 -1.76756
H 3.65280 -0.42987 -0.47320
H 3.41019 1.57226 0.92325
H 2.67116 2.75318 -1.69268
H 3.07262 3.52237 -0.06755
N -3.15093 -0.86476 0.39090
N -2.12604 0.40288 -1.19436
N 0.10671 0.86424 -1.15449
N 1.64032 -0.53166 -0.10587
N -0.75205 -1.97257 1.18506
O 0.45611 -2.21245 1.63761
*
```

Output
SMILES = C=CCNc1ncnc(NC)c1N=O
HOMO energy = -8.9 eV

Löwdin population analysis, charges in e, atoms 1 to 8: number 1, C, carries -0.098; number 2, C, carries -0.258; number 3, C, carries -0.300; number 4, C, carries -0.168; number 5, C, carries -0.199; number 6, C, carries -0.132; number 7, C, carries 0.049; number 8, C, carries -0.142

=====

No. 4
This record from the OMol25 dataset describes 3 unconnected molecules or ions with the total composition C16H32F4NO10S at a distorted geometry. The level of theory is ωB97M-V with the def2-TZVPD basis set.

Geometry as ORCA input:
```
! wB97M-V def2-TZVPD RIJCOSX def2/J DEFGRID3
* xyz -1 1
C 0.05503 6.65758 -2.81066
N 1.47482 6.17004 -2.61531
C 1.88192 6.14997 -1.15454
F 0.70061 6.44696 -0.26031
C 2.41305 4.64066 -0.79856
O 3.63803 4.15203 -1.01049
O 1.39229 3.70541 -0.22210
S 3.11993 7.52323 -0.83799
O 3.44813 7.64439 0.67118
O 2.40277 8.85751 -1.28236
C 4.69071 7.42247 -1.85505
F 4.42656 7.24677 -3.30397
F 5.39757 8.74639 -1.68033
F 5.60396 6.40260 -1.26654
H -0.76986 5.99036 -2.30517
H -0.16368 6.59989 -3.98273
H -0.00206 7.74463 -2.38073
H 1.57044 5.18998 -2.99857
C 4.69494 -0.25246 -0.26659
O 3.31227 -0.55866 -0.29529
C 2.49084 0.58365 -0.51595
C 1.32027 0.24832 -1.44535
O 1.68673 0.04839 -2.81709
C 2.44766 -1.13226 -3.11194
C 1.66952 -2.44277 -2.94851
O 1.47125 -2.73620 -1.56735
C 0.21863 -3.35030 -1.30013
H 4.95007 0.24951 0.67215
H 5.25535 -1.18913 -0.32879
H 4.98223 0.36879 -1.12015
H 3.06687 1.41134 -0.94791
H 2.10465 0.89944 0.45729
H 0.63980 1.10662 -1.44933
H 0.73142 -0.59564 -1.07468
H 3.38084 -1.14536 -2.55188
H 2.72650 -1.04178 -4.16740
H 2.25142 -3.26666 -3.37397
H 0.71801 -2.37004 -3.48293
H -0.59667 -2.83829 -1.81475
H 0.02988 -3.27738 -0.22733
H 0.25353 -4.40470 -1.58689
C -4.72490 -6.50204 4.19024
O -4.01578 -5.28373 4.05155
C -2.73246 -5.44810 3.45625
C -2.42498 -4.30279 2.48661
O -3.17344 -4.33966 1.26417
C -4.57947 -4.06973 1.36482
C -4.92012 -2.62102 1.73202
O -4.62340 -2.37129 3.10411
C -4.13609 -1.05829 3.34108
H -4.29984 -7.09430 5.00686
H -5.76573 -6.26813 4.42947
H -4.71458 -7.07615 3.25893
H -2.66136 -6.40218 2.91946
H -1.99636 -5.44847 4.26508
H -1.37530 -4.39127 2.18649
H -2.51500 -3.32408 2.96665
H -5.06658 -4.77934 2.03102
H -4.98425 -4.26225 0.36531
H -5.99377 -2.45470 1.59776
H -4.37263 -1.94043 1.07375
H -3.37094 -0.77760 2.61481
H -3.67418 -1.04395 4.33016
H -4.96505 -0.34577 3.32245
*
```

Output
HOMO energy = -5.4 eV

Löwdin population analysis, charges in e, atoms 1 to 8: number 1, C, carries -0.131; number 2, N, carries -0.067; number 3, C, carries -0.356; number 4, F, carries -0.051; number 5, C, carries -0.377; number 6, O, carries -0.103; number 7, O, carries -0.229; number 8, S, carries 0.935

=====

No. 5
This record from the OMol25 dataset describes 4 unconnected molecules or ions with the total composition C6H21NO3 at a distorted geometry. The level of theory is ωB97M-V with the def2-TZVPD basis set.

Geometry as ORCA input:
```
! wB97M-V def2-TZVPD RIJCOSX def2/J DEFGRID3
* xyz 0 1
C 0.24588 1.53565 -2.27480
C -0.14556 0.26555 -3.05290
C -0.76406 1.67719 -1.12513
N -0.59230 0.50239 -0.18122
C -1.65874 0.30137 0.88024
C -1.60765 -1.10445 1.36182
C -0.63983 -1.40061 2.52344
H 1.33504 1.47380 -1.93977
H 0.00644 2.44494 -2.90221
H 0.51889 -0.09253 -3.93117
H -0.13112 -0.56011 -2.43481
H -1.11099 0.30914 -3.58435
H -1.76267 1.62313 -1.46835
H -0.61566 2.49550 -0.52005
H 0.30506 0.51315 0.40740
H -2.60948 0.44619 0.24914
H -1.59545 1.18812 1.62870
H -2.61763 -1.40941 1.61659
H -1.24914 -1.59135 0.40543
H -0.75125 -0.59830 3.19967
H 0.42219 -1.48475 2.18644
H -1.02250 -2.36793 2.87167
H 2.07641 0.89858 1.12104
H 2.18427 2.37778 1.33170
O 2.23361 1.63332 0.67069
H 0.40500 -1.36781 -0.06568
H 0.58932 -2.65253 -0.61964
O 1.03317 -1.87865 -0.55894
H 3.09886 -1.18742 1.93036
H 2.14405 -1.12811 0.71136
O 2.27585 -0.86185 1.56334
*
```

Output
SMILES = CCCNCCC.O.O.O
HOMO energy = -8.6 eV

Löwdin population analysis, charges in e, atoms 1 to 8: number 1, C, carries -0.220; number 2, C, carries -0.134; number 3, C, carries -0.212; number 4, N, carries -0.110; number 5, C, carries -0.249; number 6, C, carries -0.276; number 7, C, carries -0.083; number 8, H, carries 0.119

=====

| no. | total energy (eV) |
| --- | --- |
| 1 | -214948.2913 |
| 2 | -6412.1622 |
| 3 | -17966.6230 |
| 4 | -60772.7582 |
| 5 | -14193.2588 |